{
  "formula": "C33H25N7OsSe2",
  "method": "the ωB97M-V functional and the def2-TZVPD basis",
  "multiplicity": 5,
  "total_charge": 4,
  "e_above_lowest_kcal_mol": 0.0,
  "homo_energy_ev": [-18.83, -18.82],
  "homo_lumo_gap_ev": [6.6, 3.8],
  "elements": ["Os", "Se", "Se", "C", "C", "C", "C", "C", "N", "C", "C", "C", "C", "C", "N", "H", "H", "H", "H", "H", "H", "H", "H", "C", "C", "N", "C", "C", "C", "C", "C", "C", "C", "C", "C", "N", "C", "H", "H", "H", "H", "H", "H", "H", "H", "C", "C", "C", "C", "C", "C", "N", "N", "C", "C", "C", "C", "C", "N", "H", "H", "H", "H", "H", "H", "H", "H", "H"],
  "positions_angstrom": [[0.15774, -0.24031, 0.59906], [0.13771, -0.96382, 4.12150], [-1.95749, -1.34926, 3.27282], [-1.39437, -2.78823, 2.07832], [-1.87369, -4.06845, 2.29783], [-1.40839, -5.10602, 1.49914], [-0.48724, -4.80032, 0.51063], [-0.08965, -3.48159, 0.34097], [-0.52823, -2.46485, 1.10001], [0.07275, 0.98275, 3.97477], [0.04286, 1.75659, 5.11952], [-0.05661, 3.13414, 4.96914], [-0.09092, 3.65544, 3.68588], [-0.00973, 2.78944, 2.60088], [0.05931, 1.46477, 2.73064], [-2.59557, -4.26161, 3.07892], [-1.74944, -6.11857, 1.65712], [-0.09308, -5.57456, -0.13064], [0.61721, -3.25056, -0.44349], [0.08886, 1.30317, 6.10006], [-0.11093, 3.77337, 5.83789], [-0.17428, 4.71838, 3.52763], [-0.00137, 3.18342, 1.59386], [2.38945, 3.16697, -1.16316], [2.07956, 1.98091, -0.49427], [0.83389, 1.54989, -0.33311], [-0.18216, 2.30576, -0.82944], [0.04473, 3.52384, -1.52057], [1.37777, 3.94542, -1.68302], [-1.07204, 4.25376, -2.02140], [-2.34513, 3.80739, -1.83822], [-2.60515, 2.60132, -1.12180], [-3.90641, 2.11567, -0.88362], [-4.06054, 0.93537, -0.18689], [-2.93218, 0.24939, 0.25889], [-1.68665, 0.67361, 0.06603], [-1.51737, 1.84380, -0.61910], [3.42099, 3.46135, -1.26599], [2.88024, 1.38579, -0.07266], [1.59624, 4.86179, -2.21216], [-0.88809, 5.17530, -2.55507], [-3.18442, 4.36629, -2.22799], [-4.76411, 2.66393, -1.24788], [-5.04054, 0.53185, 0.01108], [-3.05737, -0.69503, 0.77820], [-1.29385, -1.95668, -5.09456], [0.02517, -2.40384, -4.99668], [0.77703, -2.13442, -3.88145], [0.21033, -1.38624, -2.81524], [-1.12231, -0.93410, -2.93005], [-1.86668, -1.23231, -4.04451], [0.91536, -1.09292, -1.69297], [2.04121, -1.61269, -1.49443], [2.73580, -1.49723, -0.34541], [4.03734, -2.01898, -0.35016], [4.79733, -1.98294, 0.80163], [4.23709, -1.39434, 1.93239], [2.93243, -0.92584, 1.87310], [2.15743, -0.97773, 0.78187], [-1.86330, -2.14411, -5.99360], [0.46501, -2.95330, -5.81940], [1.81043, -2.44441, -3.81614], [-1.54544, -0.36738, -2.11688], [-2.89316, -0.90832, -4.11740], [4.40544, -2.44506, -1.26889], [5.79249, -2.40285, 0.82294], [4.80983, -1.30126, 2.84297], [2.49881, -0.48072, 2.76256]],
  "forces_ev_per_a": [[0.2359, 0.0596, -0.7957], [-0.2859, 0.3629, -0.1915], [0.5162, -0.2080, -0.3168], [-0.2506, -0.0421, 0.3676], [-0.1126, 0.3315, 0.1927], [0.2234, 0.1288, -0.2680], [-0.2879, -0.0424, 0.2740], [0.2125, 0.0317, -0.2402], [0.1595, 0.9125, -0.1041], [-0.1058, 0.0259, 0.2143], [0.0315, -0.3797, 0.1396], [0.0106, 0.0754, -0.2438], [0.0197, -0.1356, 0.2100], [0.0310, 0.1019, 0.0094], [0.0203, -0.4242, -0.0994], [0.0106, 0.0192, 0.1088], [-0.0515, -0.0779, 0.0110], [0.0955, 0.0299, -0.0799], [-0.0619, 0.1044, 0.0222], [-0.0449, -0.0009, 0.0606], [0.0182, 0.0672, 0.0627], [0.0097, 0.1267, -0.0715], [-0.0142, -0.0149, -0.0379], [-0.2440, 0.0384, -0.0314], [0.4973, 0.0620, 0.0497], [-0.4567, -0.5491, 0.5511], [-0.3518, 0.6433, -0.4454], [-0.1688, -0.7518, 0.3767], [0.1061, -0.3539, 0.1539], [-0.5519, -0.0396, -0.0164], [0.4316, 0.2452, -0.0681], [0.5345, -0.4313, 0.2655], [0.2160, -0.2475, 0.1419], [0.1476, 0.1453, -0.0868], [-0.4031, -0.3222, 0.1105], [0.3612, -0.2357, 0.2206], [-0.1763, 0.6413, -0.3618], [0.1397, -0.0093, 0.0188], [-0.0997, -0.0658, -0.0181], [0.0283, 0.0986, -0.0374], [-0.0021, 0.0577, -0.0478], [-0.0279, 0.0497, -0.0171], [-0.0753, 0.0380, -0.0245], [-0.0837, -0.0749, 0.0306], [0.0681, 0.0836, -0.1214], [0.1066, 0.1986, 0.3155], [-0.0760, -0.0996, -0.3348], [0.0601, 0.3466, 0.4962], [-0.4567, -0.5165, -1.8817], [0.5256, -0.0783, 0.3679], [-0.0258, -0.1522, -0.2977], [0.5539, 0.1933, 2.8910], [-0.7306, -0.5663, -2.8227], [0.4771, 0.2655, 1.4423], [-0.5633, 0.2214, -0.0008], [-0.2027, 0.1769, 0.2096], [-0.1221, -0.0005, -0.2996], [0.2387, 0.1413, 0.7038], [0.1971, -0.1893, -0.4989], [-0.0506, -0.0898, -0.0114], [-0.0102, 0.0085, 0.0309], [-0.0257, -0.0689, -0.0238], [-0.1172, 0.0728, 0.0349], [-0.0709, 0.0742, -0.0245], [0.0144, -0.0477, -0.1270], [0.0884, 0.0313, -0.0047], [-0.0954, -0.0023, 0.1186], [0.0170, 0.0069, -0.1500]]
}


{
  "formula": "C6H12O",
  "method": "the ωB97M-V functional and the def2-TZVPD basis",
  "smiles": "CCOCC1CC1",
  "e_above_lowest_kcal_mol": 36.1,
  "homo_energy_ev": -9.70,
  "homo_lumo_gap_ev": 10.9,
  "elements": ["C", "C", "O", "C", "C", "C", "C", "H", "H", "H", "H", "H", "H", "H", "H", "H", "H", "H", "H"],
  "positions_angstrom": [[-3.23206, -0.09102, -0.49365], [-1.86732, 0.52928, -0.72902], [-0.93852, -0.10437, 0.12139], [0.34485, 0.46665, 0.04354], [1.33756, -0.34428, 0.85071], [2.75713, 0.17914, 0.78383], [2.42022, -1.16269, 0.20136], [-3.97298, 0.34783, -1.16969], [-3.19474, -1.17060, -0.66954], [-3.55984, 0.07778, 0.53702], [-1.90387, 1.61844, -0.54023], [-1.55459, 0.39893, -1.77927], [0.68557, 0.53608, -1.00509], [0.29625, 1.50650, 0.41526], [0.90567, -0.71246, 1.78426], [2.91739, 0.99330, 0.07653], [3.39984, 0.26946, 1.65881], [2.42686, -1.32131, -0.87984], [2.73256, -2.01667, 0.79364]],
  "forces_ev_per_a": [[-0.0094, -0.0038, -0.0133], [-0.2127, 0.0622, -0.1622], [0.0234, -0.1435, -0.0347], [0.2444, 0.1214, -0.0762], [-0.1037, 0.5681, -0.0465], [0.0466, 0.1685, 0.0292], [-0.1724, -0.2569, 0.0494], [0.1014, -0.0564, 0.0867], [-0.0005, 0.1575, 0.0132], [0.0687, -0.0189, -0.1487], [0.0864, -0.2255, 0.0662], [-0.0560, 0.0084, 0.1360], [-0.0641, -0.0997, 0.0787], [0.0569, -0.1886, 0.0576], [0.3864, 0.1685, -0.1507], [-0.1001, -0.1736, 0.1027], [-0.3098, -0.2479, -0.1133], [-0.0313, 0.1642, 0.3595], [0.0455, -0.0041, -0.2335]]
}


{
  "formula": "C28H58NO15S6",
  "method": "the ωB97M-V functional and the def2-TZVPD basis",
  "total_charge": 1,
  "e_above_lowest_kcal_mol": 45.1,
  "homo_energy_ev": -11.59,
  "homo_lumo_gap_ev": 10.0,
  "elements": ["N", "H", "H", "H", "H", "C", "C", "C", "O", "C", "O", "O", "H", "H", "H", "H", "H", "H", "C", "C", "C", "S", "O", "O", "C", "H", "H", "H", "H", "H", "H", "H", "H", "C", "C", "C", "S", "O", "O", "C", "H", "H", "H", "H", "H", "H", "H", "H", "C", "C", "C", "S", "O", "O", "C", "H", "H", "H", "H", "H", "H", "H", "H", "C", "C", "C", "S", "O", "O", "C", "H", "H", "H", "H", "H", "H", "H", "H", "C", "C", "C", "S", "O", "O", "C", "H", "H", "H", "H", "H", "H", "H", "H", "C", "C", "C", "S", "O", "O", "C", "H", "H", "H", "H", "H", "H", "H", "H"],
  "positions_angstrom": [[-0.60086, 0.34508, -0.66068], [-1.49186, 0.21008, -1.01568], [-0.18086, -0.59992, -0.63068], [-0.67286, 0.66708, 0.15932], [0.01814, 1.08808, -1.35568], [-3.34786, -0.05592, 4.50532], [-3.95886, -0.91492, 3.47832], [-5.38786, -0.38392, 3.07832], [-4.99286, 0.44308, 1.99432], [-3.82086, 0.18908, 1.51532], [-3.39886, 0.57708, 0.41132], [-3.19486, -0.89392, 2.21832], [-2.27786, -0.21892, 4.87332], [-3.87386, -0.16892, 5.49732], [-3.29086, 0.87308, 4.27732], [-3.91686, -1.99892, 4.00732], [-5.92686, 0.10708, 3.78832], [-6.01686, -0.91992, 2.71232], [-1.65286, -3.12592, -5.91968], [-2.31286, -4.18292, -5.10868], [-1.92686, -3.93092, -3.68768], [-2.14786, -2.14792, -3.49168], [-0.97386, -1.52692, -2.95268], [-3.45786, -1.76492, -3.03668], [-2.13086, -1.82692, -5.25368], [-1.95886, -2.86992, -6.88668], [-0.57886, -3.02292, -5.83168], [-1.80286, -5.17992, -5.29068], [-3.25786, -4.10892, -5.33068], [-0.90786, -4.17792, -3.37068], [-2.77386, -4.56192, -3.22068], [-1.63986, -0.96492, -5.52468], [-3.14286, -1.62492, -5.57968], [1.48914, 0.81808, 6.05032], [0.36714, 1.84908, 6.15632], [0.45314, 2.57008, 4.77032], [0.84314, 1.34608, 3.60132], [2.07614, 1.70608, 2.88632], [-0.24886, 1.01808, 2.81832], [1.29614, 0.13008, 4.75932], [1.31314, 0.28808, 6.76232], [2.29014, 1.33208, 6.12532], [0.43714, 2.50608, 6.93932], [-0.70986, 1.47508, 6.20132], [1.12114, 3.29408, 4.84932], [-0.32386, 3.23208, 4.50932], [2.35014, -0.37992, 4.57032], [0.53314, -0.60792, 4.70232], [-3.82186, 3.75008, -2.79168], [-2.97186, 4.71008, -3.62568], [-1.93186, 3.86908, -4.33868], [-2.46386, 2.08108, -4.14268], [-1.86086, 1.47808, -3.03368], [-2.54586, 1.33608, -5.32168], [-4.06986, 2.51208, -3.64968], [-4.89186, 4.27808, -2.34868], [-3.33486, 3.43508, -1.94268], [-2.35886, 5.22008, -2.87768], [-3.74786, 5.18208, -4.28668], [-0.89786, 3.99008, -4.01368], [-1.88786, 4.17708, -5.46168], [-4.60886, 1.73908, -3.09868], [-4.64586, 2.80608, -4.49668], [5.38014, -0.78992, -1.76168], [4.71514, -2.14692, -2.05468], [3.59514, -2.49792, -1.03568], [3.39414, -1.01992, -0.06168], [3.25714, -1.20492, 1.32832], [2.52614, -0.09192, -0.87668], [5.02914, -0.40292, -0.29668], [4.88414, -0.07992, -2.52068], [6.49414, -0.74392, -2.00868], [5.35914, -2.91092, -2.34568], [4.15014, -2.08592, -2.98368], [3.94814, -3.17992, -0.37768], [2.67814, -2.84692, -1.42768], [5.79214, -1.00692, 0.32832], [5.03414, 0.57108, 0.08232], [1.03514, -4.63792, 3.04932], [0.58614, -3.24092, 3.17632], [-0.71986, -3.11392, 2.41232], [-0.36386, -4.07192, 0.93532], [0.07214, -3.17292, -0.15668], [-1.45486, -5.04192, 0.78232], [1.06414, -4.96292, 1.44132], [0.38714, -5.48492, 3.47932], [2.26414, -4.82292, 3.37632], [1.33914, -2.67992, 2.81432], [0.15514, -3.19092, 4.12032], [-0.99086, -2.18792, 1.89032], [-1.66886, -3.71492, 2.95132], [2.00314, -4.54592, 0.92232], [1.20014, -6.06592, 1.19932], [4.08714, 4.48408, -1.12268], [4.21114, 3.08908, -0.84068], [3.48314, 2.85808, 0.53132], [1.98214, 3.73608, 0.40132], [1.83914, 4.53808, 1.53532], [0.94214, 2.94508, -0.08768], [2.57714, 4.79108, -0.77568], [4.35514, 4.71608, -2.06268], [4.69414, 4.91408, -0.28568], [5.18414, 2.78808, -0.68268], [3.72614, 2.37608, -1.74968], [3.92014, 3.46508, 1.53232], [3.24914, 1.86808, 0.75832], [2.50114, 5.72008, -0.56868], [1.85514, 4.61608, -1.60368]],
  "forces_ev_per_a": [[4.8212, -1.3774, -9.3562], [-2.4582, -0.0132, -1.3710], [0.2796, 0.5494, -0.2969], [-0.4046, 3.6211, 8.3927], [-2.2361, -2.8493, 2.6470], [1.4790, -4.5663, 4.4591], [-0.2062, -3.5406, 1.1715], [9.3979, 3.9947, 2.1682], [-0.9326, 2.1559, -0.0113], [2.4592, -2.2751, -4.0279], [-0.7190, -0.5769, 3.6575], [-2.0599, 2.2698, 0.5704], [-1.0999, -0.7556, -1.1650], [-0.0165, 0.2096, -1.1358], [-0.2337, 6.4710, -1.7096], [-0.4486, 2.0786, -2.0826], [-0.6275, 2.1803, 2.3556], [-6.7940, -7.6441, -4.3605], [0.9296, 2.8954, 1.1207], [7.5267, -2.0405, -0.5926], [-2.6693, -0.7361, 1.7115], [-0.7213, 0.7792, -1.8727], [0.7908, -0.0486, 1.1069], [-0.1030, -0.3703, 0.8509], [-1.5583, -1.7050, 0.4422], [-0.2692, -1.0272, -1.9965], [0.4593, -0.8893, -0.2418], [-1.3512, 0.7377, -0.4021], [-5.4429, -0.3937, -0.5718], [-0.3783, -0.1542, -0.2458], [1.7671, 1.3345, 0.7014], [1.6600, 1.8386, -0.1389], [-0.5612, -0.1399, 0.3355], [-5.6169, 3.5594, -6.3781], [-2.5271, -0.6621, -3.5149], [-2.3291, -1.6366, 1.8599], [6.0101, 2.1935, -0.3661], [-1.1841, -0.1197, 0.7592], [-3.9355, -1.5214, -2.1473], [3.3797, -2.0881, -0.4603], [-1.0295, -6.8535, 8.3703], [5.9621, 3.0268, 0.3340], [0.5381, 1.7081, 1.8867], [1.4789, -0.3600, 0.2051], [4.2620, 2.5857, -0.0019], [-1.9494, -0.1455, -0.6278], [-2.3763, 0.9896, -0.6369], [-0.6875, -0.7668, 0.4948], [-4.1478, 1.3511, -0.0485], [-0.5332, -0.8278, 1.0712], [0.3088, -0.3710, -3.1890], [-1.8602, 2.6468, -0.2799], [2.2761, -0.8531, 2.7625], [0.4957, -1.2480, -3.0536], [-1.1643, 1.0653, 1.2822], [3.0176, -1.4702, -1.5375], [1.2460, -0.5752, 2.1282], [-0.8293, 1.3923, -0.5294], [1.5981, 0.4201, 0.4758], [-0.2184, -0.1700, 0.4339], [-0.1882, -1.0701, 1.7504], [0.4708, -0.2624, -0.1945], [-0.3923, -0.0093, -0.9417], [-0.0700, 2.0325, -1.4479], [-2.3614, 1.0501, -0.9055], [1.0430, 1.8089, -0.7843], [-0.2637, 2.6754, -4.0226], [-1.3793, -0.7047, 2.1470], [1.1379, -1.9713, 2.0760], [2.2490, -3.2234, -0.6230], [0.8435, -0.6218, 1.4011], [-1.5169, -0.2720, 0.6450], [1.4014, -1.6309, 0.6455], [0.0608, 0.6079, -0.2687], [1.0252, -2.3606, 2.2884], [-1.0210, -0.0332, -0.5873], [-1.5544, 0.7871, -0.4800], [0.1351, 1.6908, -0.0259], [3.8787, -4.3889, -1.6871], [-3.4492, -2.0365, 0.4910], [-1.8427, -1.9466, -1.0676], [-1.1171, -1.4423, -2.0658], [-0.8596, -0.6499, 1.1768], [0.8884, 1.1733, -0.4465], [2.7752, -0.3492, 1.2299], [0.9280, 1.6093, -0.1850], [-3.8202, 0.5885, -0.4441], [2.2863, 2.8267, -0.5247], [0.7350, 1.3100, 2.5367], [-0.1447, 0.2559, 1.1282], [2.6242, 1.9139, -1.4981], [-1.5219, 0.0530, 0.9708], [-1.2439, 1.3382, 0.3533], [-2.2884, 1.0482, 4.2849], [-2.9148, -4.5855, -0.5410], [1.4367, 1.9990, 1.3467], [3.1402, 0.2592, 0.3915], [-1.3499, 1.6016, 3.3901], [-2.8831, -2.1015, -1.3265], [1.0066, -4.0727, -5.3788], [1.0428, 1.3905, -3.0730], [-0.3054, 0.6881, -1.1492], [2.3269, -0.8004, -0.1500], [1.1028, 1.6841, 2.6399], [-0.4433, -1.9261, -2.9120], [-0.0651, -1.6222, 0.5921], [-0.8775, 6.3017, 2.0516], [0.8719, 0.1053, -0.2107]]
}


> Number 2 is which compound?

C6H12O